*A*
Density functional theory data (ωB97M-V/def2-TZVPD) for a 3-piece molecular cluster, C3H8N2O overall.

Gap between HOMO and LUMO (alpha / beta) = 7.8 / 7.8 eV
HOMO level (alpha / beta) = -7.722 / -7.724 eV
E_LUMO (alpha / beta) = 0.003 / 0.003 Eh
Net charge = 0
Multiplicity = 1

Cartesian coordinates (Å):
C  1.963  -0.538  -0.226
C  -1.848  -0.371  -0.410
N  -1.152  0.551  0.490
N  0.680  -0.704  0.426
C  -0.105  1.246  0.421
O  0.604  2.148  0.641
H  -1.816  1.774  0.388
H  0.784  -0.819  1.431
H  2.524  -1.483  -0.253
H  2.615  0.224  0.226
H  1.799  -0.241  -1.267
H  -2.841  0.031  -0.603
H  -1.320  -0.485  -1.355
H  -1.887  -1.333  0.091


*B*
Density functional theory data (ωB97M-V/def2-TZVPD) for C3H8N2O as an isolated structure.

Gap between HOMO and LUMO = 8.2 eV
HOMO level = -7.723 eV
E_LUMO = 0.017 Eh
Net charge = 0
Multiplicity = 1

Cartesian coordinates (Å):
C  -0.931  0.204  1.305
N  -0.682  -0.284  -0.015
N  -1.559  0.329  -0.944
C  1.197  -1.128  -0.990
C  1.175  -0.056  -0.341
O  1.657  0.948  0.333
H  1.654  0.741  1.296
H  -1.161  1.196  -1.319
H  -1.699  -0.306  -1.721
H  0.744  -1.809  -1.674
H  2.550  -0.919  -0.961
H  -0.615  1.277  1.456
H  -0.335  -0.367  2.018
H  -1.996  0.175  1.557


*C*
Density functional theory data (ωB97M-V/def2-TZVPD) for C3H8N2O as an isolated structure.

Gap between HOMO and LUMO = 9.4 eV
HOMO level = -9.061 eV
E_LUMO = 0.013 Eh
Net charge = 0
Multiplicity = 1

Cartesian coordinates (Å):
C  -0.995  0.227  0.838
C  0.196  0.287  0.007
C  0.110  -0.888  -1.116
H  -1.569  1.153  2.561
H  0.365  1.679  2.214
H  -0.892  -0.571  1.419
H  -1.739  0.236  0.189
H  0.362  1.400  -0.397
H  1.403  -0.128  0.629
H  2.311  -0.368  -2.127
H  1.185  -1.874  -2.719
N  -0.906  1.358  1.852
N  1.103  -0.913  -2.074
O  -0.933  -1.599  -1.277


*D*
Density functional theory data (ωB97M-V/def2-TZVPD) for the molecule C3H8N2O.

Gap between HOMO and LUMO = 9.5 eV
HOMO level = -8.637 eV
E_LUMO = 0.033 Eh
Net charge = 0
SMILES string = C/N=C(/O)NC
Multiplicity = 1

Cartesian coordinates (Å):
C  -2.186  0.356  0.142
N  -0.737  0.445  0.085
C  0.101  -0.579  -0.214
O  -0.420  -1.751  -0.612
N  1.381  -0.661  -0.216
C  2.282  0.400  0.066
H  -2.636  1.257  -0.292
H  -2.556  0.237  1.170
H  -2.497  -0.511  -0.443
H  -0.296  1.253  0.492
H  0.529  -2.083  -0.724
H  3.293  -0.009  -0.004
H  2.202  1.219  -0.662
H  2.159  0.806  1.078


Name the least stable of them. *B*.


*A*
Density functional theory data (ωB97M-V/def2-TZVPD) for the molecule C3H8N2O.

Gap between HOMO and LUMO = 9.6 eV
HOMO level = -8.512 eV
E_LUMO = 0.039 Eh
Net charge = 0
SMILES string = C=NNCCO
Multiplicity = 1

Cartesian coordinates (Å):
C  1.727  -0.224  0.419
C  0.855  0.939  -0.215
C  -2.381  -0.683  0.077
H  0.682  -1.693  -0.282
H  1.470  -0.407  1.499
H  2.777  0.144  0.235
H  1.157  1.970  0.061
H  1.003  1.144  -1.382
H  -1.258  1.500  -0.251
H  -2.712  -1.665  0.001
H  -3.229  0.024  0.397
N  -0.560  0.799  -0.011
N  -1.109  -0.455  -0.208
O  1.579  -1.393  -0.339


*B*
Density functional theory data (ωB97M-V/def2-TZVPD) for a 2-piece molecular cluster, C3H8N2O overall.

Gap between HOMO and LUMO = 10.5 eV
HOMO level = -9.937 eV
E_LUMO = 0.021 Eh
Net charge = 0
SMILES string = [H]/N=C/N.CC=O
Multiplicity = 1

Cartesian coordinates (Å):
O  0.841  3.270  -2.288
C  0.711  2.678  -1.258
C  1.279  1.331  -0.890
H  0.122  3.136  -0.439
H  0.647  0.909  -0.117
H  1.466  0.772  -1.817
H  2.363  1.385  -0.678
N  -2.049  -2.110  0.570
C  -0.943  -1.842  1.332
N  0.143  -2.508  1.464
H  -2.534  -1.342  0.147
H  -1.678  -2.776  -0.111
H  -0.981  -0.868  1.860
H  0.613  -2.033  2.225


Name the least stable of them. *A*.